This record from OMol25 describes a cluster of 3 separate species, C38H83F3N5OSi in total in a non-equilibrium geometry. The level of theory is ωB97M-V/def2-TZVPD.

Each atom is followed by the atoms it is bonded to, with distances in Å.
CARTESIAN COORDINATES (ANGSTROEM)
1 C 6.201 -2.370 0.032  C2 1.665, H35 1.182, H36 1.194, H37 1.180
2 C 4.804 -3.127 0.532  C1 1.665, C3 1.652, H38 1.187, H39 1.187
3 C 4.435 -4.443 -0.395  C2 1.652, C4 1.647, H40 1.183, H41 1.184
4 C 4.233 -4.078 -1.988  C3 1.647, C5 1.657, H42 1.172, H43 1.194
5 C 3.075 -2.902 -2.143  C4 1.657, C6 1.640, H44 1.177, H45 1.182
6 C 2.249 -2.958 -3.559  C5 1.640, C7 1.664, H46 1.179, H47 1.191
7 C 0.700 -3.540 -3.382  C6 1.664, C8 1.655, H48 1.192, H49 1.174
8 C -0.412 -2.616 -4.186  C7 1.655, C9 1.645, H50 1.190, H51 1.193
9 C -1.804 -2.462 -3.322  C8 1.645, C10 1.656, H52 1.172, H53 1.192
10 C -2.324 -0.891 -3.371  C9 1.656, C11 1.643, H54 1.177, H55 1.193
11 C -2.934 -0.557 -1.882  C10 1.643, C12 1.672, H56 1.192, H57 1.182
12 C -1.715 -0.457 -0.743  C11 1.672, C13 1.638, H58 1.170, H59 1.170
13 C -1.141 1.075 -0.833  C12 1.638, C14 1.642, H60 1.187, H61 1.186
14 C 0.408 1.270 -0.325  C13 1.642, C15 1.638, C30 1.637, H62 1.194
15 C 1.363 0.446 -1.370  C14 1.638, F16 1.508, N17 1.512, H63 1.194
16 F 0.982 0.638 -2.817  C15 1.508
17 N 2.834 0.664 -1.097  C15 1.512, C18 1.539, H64 1.063
18 C 3.149 2.149 -0.844  N17 1.539, N19 1.400, N24 1.511
19 N 4.284 2.625 -1.513  C18 1.400, Si20 1.795, H65 1.065
20 Si 4.943 4.290 -1.383  N19 1.795, C21 1.947, C22 1.966, C23 1.923
21 C 6.058 4.591 0.185  Si20 1.947, H66 1.182, H67 1.192, H68 1.170
22 C 6.159 4.513 -2.911  Si20 1.966, H69 1.180, H70 1.187, H71 1.194
23 C 3.655 5.709 -1.539  Si20 1.923, H72 1.194, H73 1.194, H74 1.173
24 N 2.354 3.043 0.080  C18 1.511, C25 1.516, C30 1.519
25 C 2.849 2.983 1.512  N24 1.516, C26 1.642, H75 1.194, H76 1.194
26 C 2.660 1.528 2.248  C25 1.642, O27 1.471, H77 1.171, H78 1.193
27 O 1.579 1.469 3.244  C26 1.471, C28 1.471
28 C 1.745 0.318 4.144  O27 1.471, C29 1.641, H79 1.193, H80 1.180
29 C 1.512 -1.150 3.449  C28 1.641, H81 1.194, H82 1.177, H83 1.191
30 C 0.856 2.815 -0.027  C14 1.637, N24 1.519, F31 1.512, C32 1.664
31 F 0.158 3.201 1.257  C30 1.512
32 C 0.295 3.911 -1.147  C30 1.664, C33 1.673, F34 1.480, H84 1.192
33 C 0.443 5.439 -0.482  C32 1.673, H85 1.171, H86 1.187, H87 1.193
34 F 0.953 3.780 -2.467  C32 1.480
35 H 7.082 -3.150 -0.076  C1 1.182
36 H 6.009 -1.772 -0.983  C1 1.194
37 H 6.435 -1.550 0.848  C1 1.180
38 H 5.026 -3.505 1.636  C2 1.187
39 H 3.902 -2.358 0.605  C2 1.187
40 H 3.467 -4.925 0.084  C3 1.183
41 H 5.312 -5.237 -0.340  C3 1.184
42 H 3.937 -5.060 -2.554  C4 1.172
43 H 5.295 -3.719 -2.398  C4 1.194
44 H 2.284 -2.905 -1.273  C5 1.177
45 H 3.653 -1.874 -2.065  C5 1.182
46 H 2.845 -3.591 -4.356  C6 1.179
47 H 2.179 -1.857 -4.005  C6 1.191
48 H 0.682 -4.630 -3.862  C7 1.192
49 H 0.416 -3.570 -2.243  C7 1.174
50 H -0.711 -3.172 -5.195  C8 1.190
51 H 0.030 -1.544 -4.467  C8 1.193
52 H -1.699 -2.893 -2.237  C9 1.172
53 H -2.666 -3.101 -3.841  C9 1.192
54 H -3.172 -0.702 -4.164  C10 1.177
55 H -1.452 -0.125 -3.645  C10 1.193
56 H -3.374 0.548 -1.944  C11 1.192
57 H -3.806 -1.278 -1.540  C11 1.182
58 H -2.243 -0.606 0.290  C12 1.170
59 H -0.927 -1.300 -0.936  C12 1.170
60 H -1.302 1.471 -1.941  C13 1.187
61 H -1.834 1.739 -0.137  C13 1.186
62 H 0.483 0.693 0.718  C14 1.194
63 H 1.160 -0.712 -1.163  C15 1.194
64 H 3.402 0.312 -1.923  N17 1.063
65 H 4.829 1.948 -2.127  N19 1.065
66 H 7.059 5.142 -0.117  C21 1.182
67 H 5.476 5.357 0.890  C21 1.192
68 H 6.225 3.609 0.799  C21 1.170
69 H 6.627 3.473 -3.210  C22 1.180
70 H 7.004 5.268 -2.556  C22 1.187
71 H 5.501 4.970 -3.797  C22 1.194
72 H 3.212 6.037 -0.480  C23 1.194
73 H 4.256 6.669 -1.916  C23 1.194
74 H 2.823 5.523 -2.345  C23 1.173
75 H 4.026 3.170 1.459  C25 1.194
76 H 2.441 3.874 2.194  C25 1.194
77 H 2.515 0.620 1.524  C26 1.171
78 H 3.678 1.316 2.834  C26 1.193
79 H 0.913 0.423 4.993  C28 1.193
80 H 2.777 0.291 4.716  C28 1.180
81 H 1.672 -1.961 4.310  C29 1.194
82 H 2.292 -1.425 2.611  C29 1.177
83 H 0.412 -1.287 3.015  C29 1.191
84 H -0.874 3.798 -1.348  C32 1.192
85 H 1.174 5.470 0.432  C33 1.171
86 H 0.819 6.138 -1.364  C33 1.187
87 H -0.646 5.847 -0.216  C33 1.193
88 C -5.000 -1.725 -6.893  C89 1.526, H95 1.095, H96 1.095, H97 1.095
89 C -6.382 -2.373 -6.887  C88 1.526, N90 1.466, H98 1.099, H99 1.098
90 N -6.597 -3.313 -5.784  C89 1.466, C91 1.467, C93 1.465
91 C -7.812 -4.120 -5.941  N90 1.467, C92 1.525, H100 1.098, H101 1.099
92 C -9.152 -3.391 -5.913  C91 1.525, H102 1.093, H103 1.097, H104 1.091
93 C -6.364 -2.794 -4.434  N90 1.465, C94 1.525, H105 1.096, H106 1.098
94 C -7.188 -1.589 -3.993  C93 1.525, H107 1.093, H108 1.097, H109 1.090
95 H -4.208 -2.480 -6.908  C88 1.095
96 H -4.887 -1.102 -7.787  C88 1.095
97 H -4.848 -1.074 -6.026  C88 1.095
98 H -6.481 -2.914 -7.838  C89 1.099
99 H -7.139 -1.578 -6.895  C89 1.098
100 H -7.825 -4.909 -5.178  C91 1.098
101 H -7.740 -4.659 -6.896  C91 1.099
102 H -9.434 -3.099 -4.898  C92 1.093
103 H -9.941 -4.060 -6.280  C92 1.097
104 H -9.161 -2.507 -6.552  C92 1.091
105 H -5.303 -2.535 -4.343  C93 1.096
106 H -6.504 -3.602 -3.703  C93 1.098
107 H -7.255 -0.817 -4.764  C94 1.093
108 H -6.720 -1.130 -3.113  C94 1.097
109 H -8.196 -1.875 -3.694  C94 1.090
110 C -2.556 0.569 6.785  C111 1.526, H117 1.095, H118 1.095, H119 1.095
111 C -2.360 1.075 8.211  C110 1.526, N112 1.466, H120 1.099, H121 1.098
112 N -1.554 0.189 9.056  C111 1.466, C113 1.467, C115 1.465
113 C -1.598 0.548 10.478  N112 1.467, C114 1.525, H122 1.098, H123 1.099
114 C -1.002 1.892 10.885  C113 1.525, H124 1.093, H125 1.097, H126 1.091
115 C -0.228 -0.166 8.544  N112 1.465, C116 1.525, H127 1.096, H128 1.098
116 C 0.743 0.974 8.257  C115 1.525, H129 1.093, H130 1.097, H131 1.090
117 H -2.999 -0.432 6.777  C110 1.095
118 H -3.232 1.239 6.244  C110 1.095
119 H -1.615 0.540 6.227  C110 1.095
120 H -3.361 1.171 8.653  C111 1.099
121 H -1.936 2.087 8.166  C111 1.098
122 H -1.117 -0.243 11.067  C113 1.098
123 H -2.649 0.533 10.798  C113 1.099
124 H 0.091 1.867 10.889  C114 1.093
125 H -1.316 2.137 11.908  C114 1.097
126 H -1.336 2.710 10.245  C114 1.091
127 H -0.358 -0.744 7.622  C115 1.096
128 H 0.252 -0.872 9.234  C115 1.098
129 H 0.271 1.811 7.737  C116 1.093
130 H 1.555 0.608 7.617  C116 1.097
131 H 1.210 1.346 9.169  C116 1.090

Computed properties:
Net charge: +1
Gap between HOMO and LUMO (eV): 5.100
E (Ha): -2435.1158
Largest force on an atom (Eh/bohr): 0.092
LUMO energy (eV): -4.27

Results of the Löwdin charge analysis, in e, for atoms 1 through 99: C -0.151; C -0.267; C -0.232; C -0.203; C -0.225; C -0.204; C -0.191; C -0.203; C -0.203; C -0.198; C -0.210; C -0.179; C -0.166; C -0.118; C -0.186; F -0.072; N 0.124; C -0.101; N 0.054; Si 0.503; C -0.217; C -0.214; C -0.219; N -0.002; C -0.087; C -0.175; O -0.217; C -0.242; C -0.107; C -0.235; F -0.016; C -0.170; C -0.057; F -0.081; H 0.092; H 0.063; H 0.070; H 0.112; H 0.085; H 0.117; H 0.118; H 0.116; H 0.119; H 0.098; H 0.076; H 0.117; H 0.097; H 0.123; H 0.094; H 0.119; H 0.101; H 0.099; H 0.116; H 0.102; H 0.105; H 0.114; H 0.123; H 0.119; H 0.095; H 0.121; H 0.142; H 0.165; H 0.160; H 0.132; H 0.150; H 0.062; H 0.061; H 0.041; H 0.046; H 0.062; H 0.066; H 0.053; H 0.079; H 0.049; H 0.119; H 0.170; H 0.105; H 0.147; H 0.130; H 0.132; H 0.100; H 0.059; H 0.093; H 0.162; H 0.075; H 0.092; H 0.109; C -0.093; C -0.267; N -0.190; C -0.251; C -0.093; C -0.251; C -0.086; H 0.077; H 0.075; H 0.048; H 0.120; H 0.097